(1)
The following is a DFT calculation (wB97M-V/def2-TZVPD) of a molecular structure, C6H15F8Li3N4O20PS8 in a non-equilibrium geometry.

Summary:
Total charge: -1
Frontier orbital gap (Eh): 0.333
Lowest unoccupied orbital energy (eV): 1.60

Cartesian coordinates (Å):
Li: 4.326 -0.303 -0.158
Li: 1.423 -0.314 -0.369
Li: 1.199 -3.047 -1.460
N: -1.433 -4.015 0.710
S: -1.359 -2.492 0.967
O: -2.590 -1.800 1.192
O: -0.307 -1.821 0.217
F: -0.832 -2.514 2.462
S: -2.562 -3.864 -0.607
O: -2.014 -3.288 -1.807
O: -3.944 -3.673 -0.318
F: -2.474 -5.475 -0.910
N: 1.468 -1.260 -2.202
S: 0.499 -0.823 -3.361
O: -0.079 -1.778 -4.266
O: 0.600 0.548 -3.775
F: -0.759 -0.629 -2.371
S: 2.943 -0.786 -2.988
O: 3.818 -0.026 -2.114
O: 2.991 -0.597 -4.398
F: 3.578 -2.235 -2.808
N: 1.747 -4.075 0.056
S: 2.787 -5.260 -0.246
O: 2.931 -6.262 0.754
O: 3.857 -4.883 -1.144
F: 1.825 -5.990 -1.316
S: 2.887 -3.208 0.964
O: 3.253 -1.977 0.247
O: 3.859 -3.767 1.842
F: 1.912 -2.569 2.025
N: 2.732 0.733 0.398
S: 2.919 2.255 0.182
O: 4.268 2.621 -0.133
O: 1.976 3.108 0.868
F: 2.229 2.188 -1.272
S: 2.850 0.774 2.143
O: 1.864 0.016 2.868
O: 3.378 1.882 2.889
F: 4.095 -0.267 2.125
C: -1.852 3.283 3.251
C: -0.928 2.097 2.922
O: -1.452 1.211 1.906
P: -1.359 1.512 0.322
O: -0.143 0.908 -0.240
O: -2.725 0.916 -0.229
C: -4.056 1.453 -0.169
C: -5.064 0.352 -0.036
O: -1.507 3.124 0.211
C: -1.405 3.707 -1.085
C: -0.413 4.859 -1.135
H: -2.666 2.727 3.726
H: -1.295 3.991 3.857
H: -2.188 3.744 2.329
H: -0.001 2.571 2.569
H: -0.511 1.444 3.685
H: -4.100 2.125 0.690
H: -4.295 2.037 -1.060
H: -5.394 -0.105 -0.965
H: -4.766 -0.374 0.720
H: -5.955 0.820 0.399
H: -1.011 2.950 -1.769
H: -2.364 4.099 -1.428
H: 0.422 4.640 -0.464
H: 0.005 4.983 -2.132
H: -0.835 5.795 -0.765

(2)
The following is a DFT calculation (wB97M-V/def2-TZVPD) of 2 unconnected molecules or ions with the total composition C9H13O2P in a non-equilibrium geometry.

Summary:
SMILES: COP(O)c1ccccc1.C=C
Frontier orbital gap (Eh): 0.353
Lowest unoccupied orbital energy (eV): 0.83

Cartesian coordinates (Å):
C: 0.737 -2.245 -0.412
O: 0.534 -0.853 -0.211
P: -0.958 -0.111 -0.318
O: -1.380 0.439 1.145
C: -0.309 1.459 -1.047
C: -0.723 2.734 -0.679
C: -0.170 3.839 -1.265
C: 0.778 3.717 -2.287
C: 1.202 2.453 -2.637
C: 0.686 1.358 -2.030
H: 1.651 -2.436 -0.997
H: -0.071 -2.787 -0.957
H: 1.147 -2.642 0.569
H: -0.636 0.791 1.612
H: -1.446 2.873 0.194
H: -0.553 4.766 -0.808
H: 1.213 4.575 -2.711
H: 2.045 2.251 -3.257
H: 1.079 0.273 -2.265
C: -0.322 -3.722 3.275
C: -1.353 -3.094 2.899
H: -0.327 -4.793 3.450
H: 0.621 -3.109 3.516
H: -2.180 -3.700 2.617
H: -1.263 -2.034 2.603

(3)
The following is a DFT calculation (wB97M-V/def2-TZVPD) of 2 unconnected molecules or ions with the total composition C4H8N4O2 in a non-equilibrium geometry.

Summary:
SMILES: C[C@H]1C=NC(N)=N1.O=NO
Frontier orbital gap (Eh): 0.341
Lowest unoccupied orbital energy (eV): 0.30

Cartesian coordinates (Å):
C: -2.544 -0.938 0.245
C: -1.031 -0.781 0.382
C: -0.189 -0.864 -0.906
N: 0.392 0.299 -1.090
C: 0.038 1.082 -0.045
N: 0.601 2.274 -0.074
N: -0.641 0.567 0.943
H: -2.826 -1.760 -0.508
H: -3.094 0.004 -0.124
H: -3.078 -1.359 1.154
H: -0.619 -1.429 1.093
H: 0.025 -1.750 -1.502
H: 1.268 2.335 -0.779
H: 0.658 2.835 0.730
O: 2.352 -1.158 0.930
N: 3.046 -0.178 0.862
O: 3.081 0.529 -0.258
H: 2.560 0.290 -1.053

(4)
The following is a DFT calculation (wB97M-V/def2-TZVPD) of a molecular structure, C23H18Br2CrN6S2.

Summary:
2S+1: 5
Total charge: +2
Frontier orbital gap (spin up / spin down) (Eh): 0.262 / 0.252
Lowest unoccupied orbital energy (spin up / spin down) (eV): -6.27 / -6.55

Cartesian coordinates (Å):
Cr: 1.000 0.006 1.029
Br: 1.590 2.048 2.150
C: 0.013 0.334 4.552
Br: 0.064 -1.046 3.315
H: -0.793 1.041 4.464
H: 0.785 0.356 5.301
N: 1.523 -3.913 -0.091
C: 0.293 -3.859 -0.745
C: -0.399 -4.807 -1.489
C: -1.614 -4.410 -2.005
C: -2.123 -3.119 -1.781
C: -1.430 -2.183 -1.043
C: -0.193 -2.570 -0.526
N: 0.742 -1.878 0.248
C: 1.737 -2.722 0.478
C: 2.891 -2.250 1.231
C: 4.014 -2.865 1.670
S: 4.982 -1.747 2.524
C: 3.856 -0.515 2.234
N: 2.810 -0.906 1.556
H: 2.125 -4.719 -0.031
H: -0.010 -5.804 -1.651
H: -2.193 -5.111 -2.590
H: -3.090 -2.860 -2.190
H: -1.845 -1.204 -0.848
H: 4.309 -3.897 1.557
H: 3.982 0.499 2.589
N: -1.675 2.251 -1.168
C: -2.541 2.960 -0.276
C: -3.072 4.178 -0.651
C: -3.871 4.878 0.244
C: -4.102 4.376 1.514
C: -3.537 3.165 1.897
C: -2.776 2.451 0.987
S: -2.158 0.847 1.399
N: -0.749 0.810 0.412
C: -0.718 1.428 -0.726
C: 0.512 1.211 -1.534
C: 0.655 1.548 -2.862
C: 1.871 1.307 -3.488
C: 2.906 0.752 -2.756
C: 2.683 0.426 -1.431
N: 1.507 0.638 -0.837
H: -1.542 2.680 -2.070
H: -2.867 4.582 -1.637
H: -4.302 5.823 -0.056
H: -4.719 4.924 2.212
H: -3.708 2.766 2.889
H: -0.167 1.980 -3.418
H: 2.006 1.555 -4.532
H: 3.875 0.572 -3.200
H: 3.462 -0.008 -0.820

| no. | calculated total energy (eV) |
| --- | --- |
| 1 | -171707.26862 |
| 2 | -22926.26821 |
| 3 | -14329.42788 |
| 4 | -223249.73235 |